17
Properties=species:S:1:pos:R:3 method="wB97M-V/def2-TZVPD" homo_lumo_gap_ev="7.543 / 7.736" e_tot_ha=-347.34948 s_squared=2.009 homo_ev="-6.58 / -8.99" relative_energy_kcal_mol=128.3 multiplicity=3 fmax_ev_per_a=4.2
C 0.577 0.305 1.266
C 0.085 -0.725 1.681
C 0.844 1.652 0.749
C -0.241 -2.004 1.067
C -0.719 1.166 -1.228
C 0.708 1.263 -0.736
C -0.638 -1.607 -0.375
C 0.554 -1.463 -1.287
C -0.050 -0.163 -0.988
H 0.083 2.359 1.055
H 1.842 1.875 0.984
H 0.572 -2.738 0.952
H -1.100 -2.439 1.437
H -1.488 1.451 -0.560
H -0.891 1.434 -2.263
H 1.602 1.477 -1.343
H -1.739 -1.843 -0.410